No. 1
{
  "formula": "C25H24F6N2O3PtS6Sb",
  "method": "wB97M-V/def2-TZVPD",
  "homo_ha": [-0.4744, -0.4979],
  "homo_lumo_gap_ev": [6.0, 4.2],
  "fmax_ev_per_a": 4.777,
  "energy_ev": -126516.5722,
  "spin_multiplicity": 6,
  "charge": 2,
  "relative_energy_ev": 2.4639,
  "species": ["Pt", "C", "O", "C", "C", "C", "C", "C", "C", "N", "N", "C", "C", "O", "C", "C", "C", "C", "C", "C", "C", "C", "H", "H", "H", "H", "H", "H", "H", "H", "H", "H", "H", "H", "H", "F", "Sb", "F", "F", "F", "F", "F", "C", "S", "C", "C", "S", "S", "C", "S", "S", "H", "H", "H", "O", "S", "C", "C", "C", "C", "H", "H", "H", "H", "H", "H", "H", "H"],
  "positions_angstrom": [[5.753, -14.349, -13.309], [2.228, -16.531, -10.991], [3.095, -15.949, -12.101], [2.883, -16.533, -13.301], [2.107, -17.703, -13.517], [1.866, -18.150, -14.811], [2.452, -17.528, -15.904], [3.357, -16.519, -15.715], [3.493, -15.875, -14.437], [4.024, -14.578, -14.287], [3.735, -13.812, -15.318], [3.850, -12.530, -15.219], [4.684, -11.812, -14.229], [5.194, -12.439, -13.180], [5.011, -10.437, -14.383], [4.516, -9.717, -15.406], [3.702, -10.410, -16.327], [3.080, -9.661, -17.429], [2.379, -10.236, -18.454], [2.176, -11.621, -18.332], [2.710, -12.422, -17.413], [3.359, -11.771, -16.298], [1.155, -16.159, -11.186], [2.718, -15.994, -10.085], [2.255, -17.620, -10.816], [1.759, -18.147, -12.623], [1.280, -19.066, -14.972], [2.165, -17.850, -16.886], [3.897, -16.107, -16.553], [5.678, -9.975, -13.606], [4.604, -8.591, -15.519], [3.154, -8.543, -17.477], [1.984, -9.664, -19.293], [1.510, -12.079, -19.132], [2.562, -13.524, -17.275], [6.327, -13.813, -10.174], [6.013, -15.075, -8.794], [7.890, -15.077, -8.466], [5.967, -16.367, -10.202], [5.704, -13.702, -7.515], [4.097, -15.112, -9.116], [5.909, -16.393, -7.387], [10.223, -17.503, -16.760], [8.804, -17.698, -15.586], [9.177, -16.580, -14.273], [8.097, -16.193, -13.465], [6.359, -16.496, -13.601], [8.555, -15.132, -12.213], [10.282, -15.191, -12.341], [11.236, -14.238, -11.425], [10.822, -16.287, -13.693], [11.040, -16.992, -16.214], [10.001, -16.959, -17.654], [10.553, -18.500, -17.071], [2.291, -13.093, -11.610], [2.448, -11.832, -10.826], [1.932, -12.336, -9.125], [0.518, -11.788, -8.884], [0.253, -10.608, -9.830], [1.079, -10.674, -11.129], [2.678, -11.914, -8.399], [2.012, -13.439, -9.116], [0.485, -11.459, -7.794], [-0.217, -12.558, -8.994], [0.527, -9.663, -9.246], [-0.802, -10.416, -10.039], [1.428, -9.680, -11.347], [0.494, -11.046, -11.981]],
  "atomic_forces_ev_per_a": [[1.0, -1.4, 1.2], [0.3, 2.7, 1.1], [-1.7, -2.2, 0.0], [0.8, 0.6, -0.1], [0.9, 1.3, -0.7], [-0.4, -0.7, 1.4], [0.5, 0.3, -0.1], [-0.6, 1.3, 0.4], [-0.5, -0.8, -0.3], [-1.8, -1.0, -1.7], [-0.5, -2.8, 1.1], [1.9, 2.0, 0.6], [0.7, -1.1, 1.7], [-0.7, 1.8, -1.5], [1.2, 0.5, 1.7], [-0.7, 1.0, 0.1], [-2.9, 1.3, -3.4], [1.1, 1.5, 0.7], [0.2, -0.5, 1.2], [-2.2, -0.6, -4.2], [0.4, -0.6, 3.4], [0.8, 0.1, -1.4], [1.7, -0.7, 0.3], [-1.2, -1.2, -1.5], [0.4, 0.6, -0.6], [-0.6, -0.8, 0.2], [0.1, 0.6, 0.2], [0.4, -0.3, -0.4], [0.0, 0.2, -0.1], [-0.8, -0.7, -0.8], [0.3, -1.7, 0.2], [0.4, -1.1, 0.3], [0.0, -0.2, 0.4], [1.1, 0.4, 1.0], [-0.1, 1.3, -0.7], [-0.2, 0.4, -0.4], [0.0, -1.2, 2.1], [-0.5, 0.0, -0.6], [0.6, 0.0, 0.1], [0.0, -0.2, -0.7], [0.4, 0.6, 0.3], [-0.3, 0.8, -1.3], [0.8, -0.4, 1.2], [0.7, 1.0, -0.1], [0.1, -1.8, -0.4], [1.0, 0.7, 0.3], [0.7, 0.7, -0.1], [-0.3, -0.2, 0.7], [0.6, 0.0, -0.8], [-0.3, -0.6, -0.4], [-1.7, 0.9, 0.5], [-0.4, -0.4, -0.5], [-0.6, 0.5, -0.2], [-0.1, 0.1, 0.3], [0.1, 0.6, -0.5], [-0.9, -1.0, 0.9], [0.8, 0.2, 1.2], [0.4, 0.5, 1.1], [0.5, 1.9, 1.5], [-1.0, 0.0, 0.1], [-0.5, -0.4, -0.8], [0.2, 0.5, -0.1], [-0.1, -0.3, -1.5], [-0.3, -0.6, -0.2], [0.0, -1.1, -1.0], [0.1, -0.5, -0.2], [0.6, 0.2, -0.4], [0.4, -0.2, 0.1]]
}


No. 2
{
  "formula": "C25H24IrN7S",
  "method": "wB97M-V/def2-TZVPD",
  "homo_ha": -0.5134,
  "homo_lumo_gap_ev": 6.6,
  "fmax_ev_per_a": 0.521,
  "energy_ev": -50408.3255,
  "charge": 2,
  "relative_energy_ev": 0.0783,
  "species": ["Ir", "N", "C", "N", "C", "N", "N", "C", "N", "C", "C", "C", "C", "C", "N", "H", "H", "H", "H", "H", "H", "H", "H", "C", "C", "C", "C", "C", "C", "C", "C", "S", "C", "N", "C", "C", "C", "C", "C", "C", "C", "C", "H", "H", "H", "H", "H", "H", "H", "H", "H", "H", "H", "H", "H", "H", "H", "H"],
  "positions_angstrom": [[-0.887, 1.025, -0.397], [1.209, 0.287, -2.732], [1.619, 1.333, -2.024], [2.812, 1.841, -2.270], [3.188, 2.900, -1.553], [4.394, 3.399, -1.737], [2.389, 3.537, -0.639], [1.242, 2.987, -0.445], [0.801, 1.843, -1.049], [0.227, 3.603, 0.425], [0.377, 4.795, 1.096], [-0.719, 5.297, 1.788], [-1.914, 4.591, 1.773], [-1.981, 3.392, 1.087], [-0.919, 2.908, 0.435], [1.825, -0.063, -3.449], [0.270, -0.063, -2.660], [5.016, 2.979, -2.409], [4.686, 4.211, -1.219], [1.325, 5.312, 1.057], [-0.644, 6.233, 2.323], [-2.789, 4.959, 2.289], [-2.884, 2.796, 1.054], [0.669, -4.071, 3.993], [1.377, -3.486, 2.761], [2.499, -4.433, 2.310], [1.999, -2.145, 3.150], [0.365, -3.344, 1.629], [-0.300, -4.494, 1.155], [-1.226, -4.457, 0.136], [-1.500, -3.219, -0.436], [-2.605, -2.830, -1.727], [-2.178, -1.201, -1.626], [-1.273, -0.931, -0.680], [-0.860, -2.070, 0.013], [0.073, -2.123, 1.043], [-2.612, -0.071, -2.422], [-3.478, -0.124, -3.506], [-3.745, 1.036, -4.221], [-3.144, 2.232, -3.855], [-2.281, 2.295, -2.760], [-2.028, 1.147, -2.039], [1.383, -4.174, 4.811], [0.253, -5.059, 3.795], [-0.141, -3.421, 4.326], [3.232, -4.540, 3.111], [3.011, -4.043, 1.429], [2.125, -5.429, 2.073], [2.711, -2.301, 3.959], [1.247, -1.438, 3.510], [2.546, -1.695, 2.317], [-0.078, -5.451, 1.607], [-1.717, -5.359, -0.202], [0.565, -1.218, 1.377], [-3.935, -1.061, -3.800], [-4.415, 1.002, -5.068], [-3.347, 3.131, -4.422], [-1.832, 3.241, -2.482]],
  "atomic_forces_ev_per_a": [[0.0, 0.3, 0.4], [0.0, 0.0, 0.0], [0.1, -0.1, 0.0], [0.0, 0.0, 0.0], [0.0, -0.1, 0.0], [0.0, 0.0, 0.0], [0.0, 0.1, 0.0], [0.0, 0.0, -0.1], [-0.1, -0.2, 0.0], [0.1, 0.1, -0.1], [0.0, 0.0, 0.0], [0.0, 0.0, 0.0], [0.0, 0.0, 0.0], [0.1, 0.0, 0.1], [-0.4, -0.1, -0.2], [0.0, 0.0, 0.0], [0.0, 0.0, 0.0], [0.0, 0.0, 0.0], [0.0, 0.0, 0.0], [0.0, 0.0, 0.0], [0.0, 0.0, 0.0], [0.0, 0.0, 0.0], [0.0, 0.0, 0.0], [0.0, 0.0, 0.0], [0.0, 0.0, 0.0], [0.0, 0.0, 0.0], [0.0, 0.0, 0.0], [0.0, 0.0, 0.0], [0.0, 0.0, 0.0], [0.1, 0.0, 0.1], [-0.1, 0.0, -0.1], [-0.1, -0.1, 0.0], [0.2, -0.1, 0.3], [0.1, -0.1, -0.4], [0.0, 0.0, 0.0], [0.1, 0.0, 0.0], [-0.1, 0.1, -0.2], [0.0, 0.0, 0.0], [0.0, 0.0, 0.0], [0.0, 0.0, 0.0], [0.0, 0.1, 0.0], [0.2, 0.0, 0.3], [0.0, 0.0, 0.0], [0.0, 0.0, 0.0], [0.0, 0.0, 0.0], [0.0, 0.0, 0.0], [0.0, 0.0, 0.0], [0.0, 0.0, 0.0], [0.0, 0.0, 0.0], [0.0, 0.0, 0.0], [0.0, 0.0, 0.0], [0.0, 0.0, 0.0], [0.0, 0.0, 0.0], [0.0, 0.0, 0.0], [0.0, 0.0, 0.0], [0.0, 0.0, 0.0], [0.0, 0.0, 0.0], [0.0, 0.0, 0.0]]
}


No. 3
{
  "formula": "C25H24N12OPdS",
  "method": "wB97M-V/def2-TZVPD",
  "homo_ha": -0.4295,
  "homo_lumo_gap_ev": 6.2,
  "fmax_ev_per_a": 0.271,
  "energy_ev": -60548.3791,
  "charge": 2,
  "species": ["Pd", "C", "C", "N", "N", "C", "S", "N", "N", "H", "H", "H", "H", "H", "H", "C", "O", "C", "C", "C", "C", "C", "C", "C", "N", "C", "C", "N", "C", "C", "C", "C", "N", "C", "C", "N", "C", "C", "C", "C", "H", "H", "H", "H", "H", "H", "H", "H", "H", "H", "H", "H", "H", "H", "N", "C", "N", "N", "C", "N", "H", "H", "H", "H"],
  "positions_angstrom": [[2.047, -2.091, -0.329], [4.186, -2.529, 5.052], [4.713, -2.452, 3.670], [5.956, -2.484, 3.324], [5.937, -2.385, 1.963], [4.715, -2.287, 1.451], [4.383, -2.136, -0.222], [3.908, -2.328, 2.543], [2.521, -2.253, 2.500], [5.025, -2.624, 5.736], [3.532, -3.393, 5.174], [3.625, -1.630, 5.310], [6.804, -2.385, 1.449], [2.122, -3.127, 2.824], [2.202, -1.483, 3.076], [-6.512, 8.472, -1.043], [-6.870, 7.094, -1.019], [-5.886, 6.183, -0.945], [-6.302, 4.847, -0.927], [-5.369, 3.840, -0.851], [-4.003, 4.133, -0.791], [-3.600, 5.465, -0.809], [-4.527, 6.490, -0.885], [-2.986, 3.089, -0.713], [-1.686, 3.292, -0.624], [-1.134, 2.048, -0.579], [-2.100, 1.064, -0.641], [-3.288, 1.749, -0.724], [-1.790, -0.324, -0.619], [-2.704, -1.395, -0.695], [-2.244, -2.684, -0.671], [-0.868, -2.928, -0.573], [0.003, -1.939, -0.499], [-0.430, -0.653, -0.519], [0.588, 0.362, -0.452], [1.883, -0.063, -0.369], [2.849, 0.839, -0.341], [2.588, 2.215, -0.381], [1.295, 2.660, -0.450], [0.253, 1.714, -0.489], [-7.447, 9.019, -1.105], [-5.897, 8.700, -1.915], [-5.986, 8.753, -0.129], [-7.360, 4.634, -0.974], [-5.731, 2.818, -0.838], [-2.545, 5.698, -0.764], [-4.186, 7.514, -0.898], [-4.212, 1.365, -0.804], [-3.766, -1.200, -0.776], [-2.921, -3.524, -0.731], [-0.468, -3.931, -0.561], [3.861, 0.463, -0.289], [3.422, 2.902, -0.361], [1.049, 3.713, -0.485], [4.133, -6.243, -2.387], [3.333, -6.990, -1.616], [3.418, -8.316, -1.684], [2.449, -6.487, -0.760], [2.290, -5.219, -0.618], [2.047, -4.107, -0.388], [4.783, -6.653, -3.035], [4.073, -5.240, -2.354], [4.028, -8.787, -2.329], [2.798, -8.863, -1.112]],
  "atomic_forces_ev_per_a": [[-0.2, 0.0, 0.0], [0.0, 0.0, 0.0], [0.0, 0.0, 0.0], [0.0, 0.0, 0.0], [0.0, 0.0, 0.0], [0.0, 0.0, -0.2], [-0.1, 0.0, 0.2], [0.0, 0.0, 0.0], [0.1, 0.0, 0.0], [0.0, 0.0, 0.0], [0.0, 0.0, 0.0], [0.0, 0.0, 0.0], [0.0, 0.0, 0.0], [0.0, 0.0, 0.0], [0.0, 0.0, 0.0], [0.0, 0.0, 0.0], [0.1, 0.0, 0.0], [-0.1, 0.1, 0.0], [0.1, 0.0, 0.0], [0.0, 0.0, 0.0], [0.1, -0.1, 0.0], [0.0, 0.1, 0.0], [0.0, -0.1, 0.0], [-0.2, 0.1, 0.0], [0.0, -0.1, 0.0], [0.0, 0.1, 0.0], [-0.1, 0.0, 0.0], [0.1, 0.0, 0.0], [-0.1, -0.1, 0.0], [0.0, 0.1, 0.0], [0.1, -0.1, 0.0], [-0.1, 0.1, 0.0], [0.1, -0.1, 0.0], [0.2, 0.1, 0.0], [-0.1, -0.2, 0.0], [0.0, 0.0, 0.0], [-0.1, 0.1, 0.0], [0.1, -0.1, 0.0], [-0.1, -0.1, 0.0], [0.1, 0.2, 0.0], [0.0, 0.0, 0.0], [0.0, 0.0, 0.0], [0.0, 0.0, 0.0], [0.0, 0.0, 0.0], [0.0, 0.0, 0.0], [0.0, 0.0, 0.0], [0.0, 0.0, 0.0], [0.0, 0.0, 0.0], [0.0, 0.0, 0.0], [0.0, 0.0, 0.0], [0.0, 0.0, 0.0], [0.0, 0.0, 0.0], [0.0, 0.0, 0.0], [0.0, 0.0, 0.0], [0.0, 0.0, 0.0], [0.0, 0.0, 0.0], [0.0, 0.0, 0.0], [0.0, 0.0, 0.0], [-0.1, 0.0, 0.2], [0.2, 0.1, -0.1], [0.0, 0.0, 0.0], [0.0, 0.0, 0.0], [0.0, 0.0, 0.0], [0.0, 0.0, 0.0]]
}


No. 4
{
  "formula": "C25H24N2O6",
  "method": "wB97M-V/def2-TZVPD",
  "homo_ha": -0.3173,
  "homo_lumo_gap_ev": 9.0,
  "fmax_ev_per_a": 0.641,
  "energy_ev": -41581.4335,
  "relative_energy_ev": 0.2601,
  "species": ["C", "C", "C", "C", "C", "C", "C", "H", "O", "C", "C", "O", "N", "C", "C", "C", "C", "C", "C", "H", "N", "C", "O", "C", "O", "C", "C", "C", "C", "C", "C", "H", "C", "H", "H", "H", "H", "H", "H", "H", "H", "H", "H", "C", "O", "O", "H", "H", "H", "H", "H", "H", "H", "H", "H", "H", "H"],
  "positions_angstrom": [[-1.815, -5.814, 0.093], [-2.646, -5.069, 1.091], [-4.009, -5.295, 1.208], [-4.761, -4.580, 2.127], [-4.163, -3.638, 2.937], [-2.793, -3.406, 2.830], [-2.042, -4.117, 1.907], [-0.981, -3.944, 1.799], [-2.287, -2.436, 3.665], [-0.892, -2.268, 3.721], [-0.283, -1.617, 2.471], [0.889, -1.745, 2.197], [-1.195, -0.897, 1.774], [-1.033, -0.190, 0.581], [-2.163, 0.380, 0.003], [-2.041, 1.094, -1.182], [-0.804, 1.243, -1.803], [0.320, 0.668, -1.223], [0.205, -0.044, -0.030], [1.076, -0.488, 0.424], [1.593, 0.769, -1.780], [1.980, 1.369, -2.935], [1.259, 1.919, -3.733], [3.495, 1.249, -3.157], [4.239, 1.109, -1.971], [4.356, 2.204, -1.147], [5.214, 2.051, -0.060], [5.384, 3.094, 0.827], [4.706, 4.289, 0.644], [3.846, 4.448, -0.432], [3.672, 3.397, -1.326], [2.992, 3.531, -2.153], [3.116, 5.738, -0.654], [2.127, 5.556, -1.069], [3.016, 6.293, 0.275], [3.667, 6.358, -1.362], [4.846, 5.100, 1.343], [6.049, 2.975, 1.669], [5.732, 1.114, 0.065], [3.834, 2.103, -3.756], [3.681, 0.334, -3.728], [2.336, 0.344, -1.236], [-0.735, 1.798, -2.724], [-3.224, 1.721, -1.816], [-3.197, 2.401, -2.809], [-4.373, 1.461, -1.167], [-5.108, 1.895, -1.628], [-3.131, 0.272, 0.468], [-2.138, -0.907, 2.145], [-0.711, -1.599, 4.568], [-0.372, -3.214, 3.915], [-4.729, -3.074, 3.660], [-5.822, -4.762, 2.213], [-4.486, -6.031, 0.579], [-1.476, -5.138, -0.691], [-2.385, -6.617, -0.367], [-0.933, -6.238, 0.569]],
  "atomic_forces_ev_per_a": [[0.0, 0.0, 0.0], [-0.2, 0.0, 0.0], [0.1, -0.1, -0.1], [0.0, 0.1, 0.1], [0.1, 0.1, 0.1], [-0.2, -0.1, -0.1], [0.1, 0.2, 0.2], [0.1, 0.0, 0.0], [-0.3, 0.0, 0.0], [0.4, -0.1, 0.1], [-0.4, -0.1, 0.3], [0.2, -0.1, 0.0], [-0.5, 0.1, 0.2], [0.3, 0.2, -0.4], [0.0, 0.1, -0.1], [0.3, -0.3, 0.4], [-0.1, 0.1, -0.1], [-0.6, 0.1, 0.1], [0.0, 0.0, 0.0], [0.0, 0.0, 0.0], [0.3, -0.3, 0.3], [0.5, -0.1, 0.2], [-0.1, 0.1, -0.2], [-0.1, 0.1, -0.4], [0.1, 0.0, 0.2], [0.1, 0.1, 0.2], [-0.1, -0.1, -0.2], [0.0, -0.1, -0.1], [-0.1, 0.1, 0.0], [0.1, 0.0, 0.2], [0.0, -0.2, -0.2], [-0.1, 0.0, -0.1], [0.0, 0.0, 0.0], [-0.1, 0.0, 0.0], [0.0, 0.1, 0.0], [0.0, 0.1, 0.0], [0.0, 0.1, 0.1], [0.1, 0.0, 0.1], [0.1, -0.1, 0.0], [-0.1, -0.1, 0.1], [0.0, 0.2, 0.0], [-0.1, 0.2, -0.2], [0.0, 0.0, 0.0], [-0.2, 0.4, -0.4], [0.1, 0.0, 0.0], [-0.3, -0.2, 0.4], [0.3, 0.0, -0.1], [-0.1, 0.0, 0.1], [0.2, -0.1, 0.0], [0.0, -0.1, -0.1], [0.0, 0.1, -0.1], [-0.1, 0.1, 0.1], [-0.1, 0.0, 0.0], [0.0, -0.1, -0.1], [0.0, 0.0, -0.1], [0.0, -0.1, -0.1], [0.1, -0.1, 0.0]]
}


What is the formula in the first record?
C25H24F6N2O3PtS6Sb